Entry 1:
24
Properties=species:S:1:pos:R:3 method="wB97M-V/def2-TZVPD" multiplicity=1 mol_weight_g_mol=151.2 homo_lumo_gap_ev=9.350 de_lowest_kcal_mol=19.9 smiles=N#C[C@]1(N)CCN2CCC[C@H]21
N -3.558 0.044 1.038
C -2.618 0.128 0.387
C -1.416 0.235 -0.381
N -1.308 1.391 -1.230
C -1.019 -1.076 -1.035
C -0.264 -1.859 0.059
N 0.610 -0.929 0.734
C 1.897 -0.664 0.098
C 2.260 0.733 0.594
C 0.901 1.438 0.653
C -0.067 0.307 0.925
H -1.729 2.205 -0.794
H -1.768 1.234 -2.121
H -0.362 -0.857 -1.880
H -1.877 -1.646 -1.391
H -0.995 -2.233 0.785
H 0.300 -2.701 -0.341
H 1.830 -0.685 -0.998
H 2.617 -1.424 0.413
H 2.967 1.237 -0.064
H 2.693 0.672 1.593
H 0.859 2.218 1.410
H 0.662 1.884 -0.315
H -0.615 0.347 1.862

Entry 2:
24
Properties=species:S:1:pos:R:3 method="wB97M-V/def2-TZVPD" s_squared=2.02 multiplicity=3 mol_weight_g_mol=151.2 homo_lumo_gap_ev="8.684 / 8.990" de_lowest_kcal_mol=47.4
C -3.021 -0.054 0.975
C -2.847 -1.455 0.839
C -1.812 0.515 0.729
C 0.423 -0.646 0.365
C 2.674 0.379 0.996
C 1.032 1.504 -0.700
C 0.042 -1.075 -2.158
C 1.177 0.675 0.572
N -1.598 -1.740 0.588
N -0.906 -0.373 -1.934
N -0.943 -0.526 0.576
H -4.014 0.419 0.979
H -3.573 -2.233 1.030
H -1.609 1.532 0.741
H 3.155 -0.316 0.268
H 3.307 1.156 1.162
H 2.923 -0.090 1.895
H 1.173 2.547 -0.418
H 0.204 1.232 -1.219
H 1.870 1.281 -1.265
H 0.855 -0.928 -0.396
H 0.912 -0.786 -2.916
H -0.088 -2.122 -2.091
H 0.662 1.104 1.384

Q: Which of these has the highest multiplicity?
A: number 2